[1]
Density functional theory data (wB97M-V/def2-TZVPD) for 2 unconnected molecules or ions with the total composition C8H17N2S in a non-equilibrium geometry.

Computed properties:
DFT total energy (Ha): -822.47140
Max |F| (eV/Å): 6.2

The geometry in ORCA input format:
```
! RIJCOSX wB97M-V def2-TZVPD def2/J DEFGRID3
* xyz 1 1
S 1.72 -0.73 1.04
N -1.05 2.28 -1.86
N 0.40 0.73 -0.54
C -2.34 -0.14 0.23
C -1.11 -1.05 0.57
C 4.07 0.60 0.28
C 0.20 -0.28 0.32
C -1.13 -2.30 -0.31
C 1.67 1.19 -0.60
C -1.16 -1.48 2.09
C 2.56 0.53 0.16
H -1.31 -0.46 2.63
H 4.30 1.32 -0.52
H -0.37 -2.95 0.11
H 4.55 -0.25 0.19
H -0.45 1.12 -1.13
H -2.67 -0.41 -0.78
H -0.50 2.92 -1.28
H 1.86 1.96 -1.38
H -1.05 -2.13 -1.36
H -3.16 -0.48 0.84
H -2.22 -2.70 -0.42
H -2.07 2.46 -1.73
H -0.25 -1.97 2.38
H 4.37 1.11 1.19
H -1.99 -2.07 2.41
H -0.66 2.30 -2.78
H -2.22 0.88 0.25
*
```

Atomic partial charges in e from the Mulliken method, atoms 1 to 4:
1 S -0.110
2 N -0.839
3 N 0.028
4 C -1.851

=====

[2]
Density functional theory data (wB97M-V/def2-TZVPD) for a molecular structure, C8H17N3 in a non-equilibrium geometry.

Computed properties:
DFT total energy (Ha): -478.98437
Max |F| (eV/Å): 6.2

The geometry in ORCA input format:
```
! RIJCOSX wB97M-V def2-TZVPD def2/J DEFGRID3
* xyz 0 1
N 3.34 0.54 0.61
N -1.32 -0.37 -0.62
N -3.62 -0.59 0.11
C -2.44 -0.38 -0.10
C 1.12 -0.70 -0.36
C -0.25 -1.32 -0.10
C 4.28 -0.66 0.39
C 3.87 1.26 -0.68
C -4.35 0.55 0.29
C 1.88 0.16 0.64
C -5.90 0.51 0.14
H 1.07 -0.45 -1.38
H 1.59 1.19 0.82
H 3.09 2.03 -0.60
H 1.80 -1.63 -0.30
H -4.10 1.14 1.08
H 4.61 -1.04 1.43
H -0.41 -1.87 -1.08
H -6.60 0.27 1.33
H 4.06 0.76 -1.63
H -0.65 -1.78 0.79
H 3.64 -1.37 -0.27
H -6.53 1.63 -0.41
H 5.32 -0.29 -0.04
H -4.08 1.00 -0.70
H 1.80 -0.11 1.78
H 4.98 1.58 -0.42
H -6.17 -0.06 -0.72
*
```

Atomic partial charges in e from the Mulliken method, atoms 1 to 4:
1 N -0.207
2 N -0.440
3 N -0.446
4 C 0.594